{"formula": "C3H5N3S", "method": "wB97M-V/def2-TZVPD", "de_lowest_ev": 2.621, "orbital_gap_ha": 0.3239, "lumo_energy_ev": 0.7, "total_energy_ev": -18495.277, "smiles": "C1=NNC=NSC1", "elements": ["C", "N", "N", "C", "N", "S", "C", "H", "H", "H", "H", "H"], "coordinates": [[-0.52763, 1.30119, -0.18283], [-1.39957, 0.40814, -0.41269], [-1.08282, -0.95177, -0.25230], [-0.03606, -1.68450, 0.01132], [1.21662, -1.49838, 0.00927], [1.94869, -0.06682, -0.46767], [0.86947, 1.16794, 0.27175], [-0.91748, 2.31664, -0.40685], [-1.98243, -1.50593, -0.46414], [-0.34140, -2.70899, 0.39981], [0.88003, 1.05603, 1.39845], [1.37258, 2.16643, 0.09588]]}

***

{"formula": "C3H5Cl2", "method": "wB97M-V/def2-TZVPD", "de_lowest_ev": 0.000, "orbital_gap_ha": [0.3537, 0.3114], "s2": 0.7619, "lumo_energy_ev": [0.9, -1.8], "total_energy_ev": -28233.680, "multiplicity": 2, "elements": ["Cl", "C", "C", "C", "Cl", "H", "H", "H", "H", "H"], "coordinates": [[0.22295, -0.55396, 0.65708], [-1.50491, -1.77797, 1.17001], [-2.49209, -2.03221, 0.29577], [-3.96200, -2.05134, 0.56966], [-4.73800, -0.78994, -0.39821], [-0.39722, -1.96564, 0.83022], [-1.65383, -1.60473, 2.23921], [-2.25542, -2.20504, -0.74821], [-4.48792, -2.97795, 0.31824], [-4.18125, -1.84888, 1.63344]]}

***

{"formula": "C16H45N7O13Sr", "method": "wB97M-V/def2-TZVPD", "orbital_gap_ha": 0.1877, "lumo_energy_ev": -1.7, "total_energy_ev": -55202.717, "elements": ["Sr", "C", "C", "O", "O", "H", "H", "H", "N", "O", "O", "O", "C", "O", "N", "N", "H", "H", "H", "H", "C", "O", "N", "N", "H", "H", "H", "H", "C", "O", "C", "C", "N", "C", "C", "O", "C", "H", "H", "H", "H", "H", "H", "H", "H", "H", "H", "H", "H", "H", "H", "H", "C", "O", "C", "C", "N", "C", "C", "O", "C", "H", "H", "H", "H", "H", "H", "H", "H", "H", "H", "H", "H", "H", "H", "H", "O", "H", "H", "O", "H", "H"], "coordinates": [[3.02239, -1.17710, 2.60679], [-0.48591, 0.34547, 0.14416], [0.80172, 0.11022, 0.90603], [0.76335, 0.18182, 2.08451], [1.82366, -0.44599, 0.37196], [-1.27327, 0.81816, 0.73130], [-0.84147, -0.62921, -0.19002], [-0.33720, 1.04494, -0.67847], [-1.24670, -4.10319, -1.83578], [-2.43766, -4.12812, -1.68776], [-0.58463, -3.42710, -1.05663], [-0.76284, -4.46059, -2.93995], [3.57440, 2.48886, 2.78067], [3.52524, 1.28721, 3.07588], [4.53685, 3.29642, 3.16807], [2.69852, 3.04702, 1.99741], [4.52233, 4.12044, 2.58422], [5.36102, 2.99489, 3.66799], [2.66980, 4.03416, 1.78568], [1.92738, 2.46185, 1.70926], [-2.88878, 1.18930, 3.58170], [-3.38007, 1.51981, 2.54222], [-1.64055, 0.75766, 3.72742], [-3.57424, 1.06982, 4.75230], [-0.97843, 0.74500, 2.96484], [-1.43553, 0.46666, 4.67261], [-3.20487, 1.03608, 5.69174], [-4.56235, 1.01838, 4.54959], [-0.37583, 1.97984, -8.88805], [-0.72610, 3.17533, -8.27199], [0.30877, 3.89975, -7.63790], [-0.15428, 4.69979, -6.50502], [-0.78279, 3.99444, -5.46968], [0.19105, 3.15072, -4.65011], [-0.51361, 2.21909, -3.62598], [-0.68480, 0.97915, -4.30018], [-0.99920, -0.11701, -3.46105], [-0.08781, 1.14727, -8.24621], [0.46117, 2.20294, -9.54967], [-1.18461, 1.63981, -9.53485], [0.75871, 4.52173, -8.41173], [1.09514, 3.18284, -7.40173], [-0.86482, 5.47950, -6.77943], [0.77428, 5.12494, -6.12409], [-1.39035, 3.31017, -5.89717], [0.77226, 3.85898, -4.05964], [0.95056, 2.64587, -5.24708], [-1.46785, 2.63278, -3.29980], [0.19470, 2.02064, -2.82160], [-1.76297, 0.08477, -2.71002], [-0.15635, -0.53174, -2.90815], [-1.41685, -0.94279, -4.03704], [-1.68358, -6.37002, 2.96510], [-0.66866, -5.42588, 3.11117], [-0.62709, -4.40913, 2.10315], [0.69269, -3.71714, 2.07575], [0.77122, -2.61939, 3.00767], [0.77218, -3.06303, 4.37501], [0.83993, -1.80268, 5.33367], [1.97410, -1.02652, 5.10476], [2.06411, 0.09800, 5.91515], [-2.65695, -5.91154, 3.13960], [-1.43061, -7.16036, 3.67184], [-1.71000, -6.76589, 1.94988], [-1.45154, -3.70004, 2.17778], [-0.73068, -4.89790, 1.13439], [0.77111, -3.31110, 1.06725], [1.54041, -4.39475, 2.17725], [0.02596, -2.00021, 2.72251], [1.62866, -3.72428, 4.50650], [-0.08571, -3.67164, 4.66087], [0.73983, -2.14878, 6.36241], [0.01246, -1.17093, 5.01076], [2.99315, 0.64245, 5.74617], [2.07791, -0.13257, 6.98039], [1.23406, 0.80061, 5.84127], [1.90046, -2.42342, -1.55256], [0.99836, -2.73867, -1.49733], [1.91734, -1.64539, -0.99523], [-3.32472, 2.53098, 0.16171], [-3.21334, 2.27706, 1.07787], [-3.90148, 1.86067, -0.20469]]}

***

{"formula": "C26H44F3N7O2SSiSr", "method": "wB97M-V/def2-TZVPD", "de_lowest_ev": 2.442, "orbital_gap_ha": 0.2018, "lumo_energy_ev": -0.2, "total_energy_ev": -69903.781, "elements": ["Sr", "C", "C", "N", "C", "C", "N", "C", "C", "C", "N", "C", "C", "N", "C", "H", "H", "H", "H", "H", "H", "H", "H", "H", "H", "H", "H", "H", "H", "H", "H", "H", "H", "H", "H", "H", "H", "H", "H", "F", "C", "F", "F", "C", "C", "C", "C", "N", "C", "S", "H", "H", "H", "O", "C", "N", "C", "O", "C", "C", "C", "C", "N", "C", "H", "H", "H", "H", "H", "H", "H", "H", "C", "Si", "C", "C", "H", "H", "H", "H", "H", "H", "H", "H", "H"], "coordinates": [[0.85194, -0.59363, 0.61746], [-2.98020, -1.84178, 3.03777], [-2.27326, -0.50371, 2.81900], [-0.88614, -0.61688, 2.38513], [0.04396, -1.36066, 3.26337], [1.59343, -1.54640, 2.92080], [1.97237, -2.44053, 1.68896], [0.79202, -3.26337, 1.27100], [1.01487, -4.06413, -0.02075], [0.85929, -3.29805, -1.34454], [-0.26274, -2.35716, -1.40334], [-1.56577, -2.98554, -1.60698], [-2.27243, -3.45838, -0.33892], [-2.36162, -2.42034, 0.66548], [-2.70230, -2.92648, 1.98645], [-4.05109, -1.62922, 3.07660], [-2.72327, -2.25039, 4.01764], [-2.37170, 0.11844, 3.71759], [-2.77755, 0.02872, 2.00851], [-0.54334, 0.35077, 2.40408], [-0.34672, -2.36612, 3.42068], [0.03485, -0.85931, 4.23869], [2.00352, -2.00987, 3.81517], [2.04302, -0.54825, 2.83067], [2.72419, -3.06174, 1.95075], [-0.11034, -2.65604, 1.14116], [0.54446, -3.93058, 2.10395], [0.35150, -4.92381, 0.09920], [2.01903, -4.49901, 0.01324], [0.80509, -4.05102, -2.14339], [1.75988, -2.70130, -1.52417], [-0.06704, -1.66871, -2.11779], [-1.48617, -3.83847, -2.29525], [-2.21328, -2.24775, -2.09007], [-1.74062, -4.30412, 0.10476], [-3.25800, -3.84566, -0.64044], [-2.98388, -1.67569, 0.37359], [-1.84966, -3.52927, 2.31876], [-3.55748, -3.61871, 1.96154], [-0.72855, 5.11814, 2.03547], [0.52530, 5.13127, 2.51973], [0.62525, 6.26296, 3.25339], [1.35712, 5.28556, 1.48440], [0.83791, 3.91569, 3.34920], [1.14043, 4.08104, 4.68684], [1.43778, 2.97781, 5.47323], [1.41248, 1.74292, 4.85419], [1.11255, 1.55640, 3.57428], [0.81872, 2.61618, 2.78552], [0.44027, 2.30113, 1.12892], [1.14675, 5.07460, 5.11262], [1.67761, 3.07458, 6.52185], [1.65313, 0.84456, 5.41851], [0.91881, 1.38981, -5.18538], [-0.20192, 2.20261, -5.39369], [-1.40049, 1.47394, -5.75304], [-2.43040, 1.08682, -4.95804], [-3.44996, 0.59920, -5.41282], [-2.29976, 1.31413, -3.48090], [-3.21566, 2.15006, -2.85368], [-3.09664, 2.35856, -1.49480], [-2.08501, 1.70353, -0.80501], [-1.24353, 0.84422, -1.37984], [-1.35279, 0.67064, -2.69728], [1.05648, 1.21179, -4.24653], [0.03830, 2.83619, -6.24712], [-0.41162, 2.84511, -4.53669], [-1.54620, 1.26012, -6.72817], [-3.99514, 2.62513, -3.43555], [-3.77124, 3.01639, -0.96455], [-1.92871, 1.88734, 0.25027], [-0.66349, -0.03071, -3.16043], [4.52013, 0.47736, -1.02228], [2.70898, 0.58844, -1.66531], [2.50299, 2.45640, -2.03694], [2.91306, -0.22032, -3.41617], [5.25529, 0.87234, -1.73271], [4.78542, -0.56331, -0.81064], [4.63517, 1.03928, -0.08936], [3.37854, 2.86933, -2.54907], [2.34485, 3.01568, -1.11318], [1.63134, 2.65800, -2.67228], [3.26693, 0.47825, -4.18143], [1.99816, -0.68099, -3.80949], [3.65258, -1.02403, -3.34240]]}